Below is a structure of composition C48H112BClCrF4O24 in a non-equilibrium geometry, with properties calculated with the ωB97M-V functional and the def2-TZVPD basis.

The molecular weight comes out at 1247.65 g mol⁻¹. As for the expectation value of S²: 6.01. Its spin multiplicity is 5. As for the HOMO-LUMO gap (alpha / beta): 8.49 / 9.12 eV.

Element x y z (Å)
Cr1 -1.81599 -0.54357 1.29294
B1 -0.99659 -1.56157 4.01625
F1 0.31876 -1.67794 4.38566
F2 -1.89094 -1.69871 5.03665
F3 -1.15125 -0.20540 3.46268
F4 -1.30364 -2.44903 2.98532
Cl1 0.23568 -0.12230 0.31953
C1 -0.30069 -5.78094 -2.82511
O1 0.04202 -5.35152 -1.48587
C2 1.25558 -5.92394 -1.05367
C3 1.77549 -5.09417 0.11837
O2 2.14995 -3.79935 -0.41015
C4 2.57409 -2.86289 0.55135
C5 3.71918 -3.23305 1.44778
O3 4.74106 -3.79562 0.61704
C6 5.97222 -4.00481 1.31629
H1 -0.47168 -6.85601 -2.87388
H2 0.50665 -5.52307 -3.50504
H3 -1.19665 -5.24827 -3.11536
H4 1.98033 -6.02246 -1.86548
H5 1.02022 -6.91977 -0.63062
H6 2.60445 -5.52291 0.63019
H7 0.98101 -4.95559 0.85421
H8 1.70031 -2.63767 1.16206
H9 2.65831 -1.94971 -0.06171
H10 3.43794 -3.93805 2.22871
H11 4.03316 -2.30495 1.88982
H12 5.82771 -4.76128 2.17069
H13 6.36138 -3.07314 1.73163
H14 6.67994 -4.40916 0.58154
C7 2.39099 0.91869 -4.34433
O4 1.62444 -0.22713 -4.37286
C8 1.31711 -0.87895 -3.17073
C9 0.60944 -2.18721 -3.41414
O5 -0.74685 -1.93012 -3.81553
C10 -0.95150 -1.86664 -5.24638
C11 -2.41141 -2.29474 -5.44511
O6 -3.28659 -1.53473 -4.65004
C12 -4.60182 -2.11533 -4.42289
H15 3.32454 0.56735 -3.86109
H16 1.92728 1.57858 -3.64878
H17 2.71964 1.36219 -5.31168
H18 0.74014 -0.26045 -2.54389
H19 2.26407 -0.97730 -2.64403
H20 0.59655 -2.76539 -2.48434
H21 1.09299 -2.73263 -4.17921
H22 -0.26630 -2.52173 -5.78295
H23 -0.70704 -0.83986 -5.56847
H24 -2.39620 -3.41207 -5.18037
H25 -2.72190 -2.17442 -6.46014
H26 -4.96950 -2.50859 -5.37330
H27 -5.33936 -1.43095 -4.04058
H28 -4.65659 -2.93998 -3.71669
C13 0.21629 3.75621 -2.61199
O7 -1.09042 3.31939 -2.84191
C14 -1.19587 1.91962 -3.18189
C15 -2.27484 1.56420 -4.17237
O8 -3.58632 1.86628 -3.69870
C16 -4.57864 1.80356 -4.69877
C17 -5.93061 2.16412 -4.09574
O9 -6.30720 1.09619 -3.20447
C18 -7.67691 1.16432 -2.82685
H29 0.65879 3.24894 -1.73950
H30 0.06701 4.81889 -2.31410
H31 0.83376 3.74237 -3.53807
H32 -1.22733 1.33228 -2.26747
H33 -0.24627 1.63764 -3.65682
H34 -2.14090 0.47847 -4.28910
H35 -2.07816 2.10738 -5.10800
H36 -4.57584 0.82883 -5.10267
H37 -4.29878 2.47349 -5.53736
H38 -6.60373 2.24485 -4.90755
H39 -5.97392 3.07391 -3.56641
H40 -8.36549 1.76191 -3.43342
H41 -7.76936 1.53296 -1.79206
H42 -8.05218 0.17817 -2.91252
C19 -1.41989 2.57086 2.18995
O10 -2.35598 1.80263 1.53927
C20 -2.71876 2.32181 0.27606
C21 -3.68597 1.40403 -0.33541
O11 -2.96590 0.13315 -0.41235
C22 -3.48466 -0.81364 -1.35905
C23 -2.67308 -2.07189 -1.27517
O12 -2.60015 -2.45960 0.10209
C24 -1.79359 -3.65853 0.24813
H43 -0.55158 2.75249 1.55293
H44 -1.18801 2.03874 3.14136
H45 -1.76918 3.59338 2.41317
H46 -1.81551 2.37607 -0.32162
H47 -3.17180 3.29056 0.39930
H48 -3.95795 1.67222 -1.35505
H49 -4.55229 1.19740 0.25347
H50 -3.45554 -0.44583 -2.38310
H51 -4.50102 -0.96327 -1.06802
H52 -1.69212 -2.00712 -1.78767
H53 -3.19230 -2.90356 -1.72913
H54 -2.19069 -4.45961 -0.36659
H55 -1.86268 -3.90430 1.32576
H56 -0.74546 -3.40066 -0.01241
C25 -6.55645 4.12298 -0.22555
O13 -6.33866 3.23713 0.95141
C26 -7.48081 2.37597 1.16908
C27 -7.29102 1.53815 2.45553
O14 -6.05186 0.78258 2.43135
C28 -5.41315 0.67748 3.69045
C29 -3.96330 0.20672 3.54665
O15 -3.67058 -0.77799 2.53635
C30 -4.43412 -1.96719 2.56252
H57 -7.29220 4.84948 0.07192
H58 -6.81544 3.46711 -1.07875
H59 -5.58386 4.55801 -0.43050
H60 -7.63699 1.71360 0.36380
H61 -8.36257 2.96896 1.30521
H62 -8.12798 0.80043 2.52211
H63 -7.30756 2.20395 3.29807
H64 -5.98501 0.06047 4.39827
H65 -5.39786 1.67975 4.19440
H66 -3.60206 -0.23425 4.47870
H67 -3.25504 0.98745 3.33865
H68 -5.48984 -1.82552 2.50691
H69 -4.23701 -2.49960 3.51921
H70 -4.05658 -2.45737 1.65540
C31 5.20672 2.19001 2.82018
O16 3.83346 2.49869 3.08201
C32 2.94150 1.47246 2.66787
C33 2.57627 0.48237 3.74357
O17 3.75970 -0.16116 4.03944
C34 3.64977 -1.16478 5.01719
C35 5.03845 -1.49494 5.47015
O18 5.71948 -1.94026 4.25841
C36 7.03922 -2.23922 4.50636
H71 5.38925 1.99295 1.76630
H72 5.50318 1.34813 3.46616
H73 5.78453 3.06853 3.10585
H74 3.43781 0.90988 1.86040
H75 2.03106 1.91830 2.22131
H76 1.86639 -0.22596 3.37865
H77 2.18687 0.96491 4.69717
H78 3.05082 -2.05320 4.66332
H79 3.13019 -0.78702 5.94703
H80 5.06197 -2.27105 6.19633
H81 5.58480 -0.66450 5.84730
H82 7.14241 -3.07695 5.23259
H83 7.61276 -1.36990 4.89255
H84 7.48987 -2.62479 3.56128
C37 3.69049 -4.68156 -4.47980
O19 4.89896 -4.17674 -3.79729
C38 4.58304 -3.10438 -2.84659
C39 5.86932 -2.77512 -2.02203
O20 6.75113 -1.96414 -2.66134
C40 6.42369 -0.61667 -2.79584
C41 5.96445 0.11760 -1.50064
O21 4.54102 0.15133 -1.50345
C42 4.10692 0.66259 -0.25394
H85 3.20593 -3.93121 -5.07764
H86 3.02394 -5.11132 -3.74430
H87 4.09307 -5.38040 -5.18019
H88 3.80174 -3.43309 -2.12833
H89 4.27775 -2.17089 -3.33858
H90 6.41160 -3.69794 -1.78039
H91 5.48849 -2.31045 -1.11946
H92 5.58699 -0.62454 -3.45964
H93 7.30303 -0.16826 -3.29635
H94 6.45046 1.06994 -1.47636
H95 6.23933 -0.48667 -0.64384
H96 3.06056 0.53423 -0.26941
H97 4.39840 1.68546 -0.09059
H98 4.48874 0.03521 0.56837
C43 -1.83371 6.00435 4.63080
O22 -1.12986 5.43364 5.67496
C44 -0.80446 4.03851 5.36793
C45 0.57571 3.95158 4.82737
O23 0.67841 4.68307 3.62051
C46 1.96506 5.03412 3.18158
C47 1.86818 5.24752 1.70235
O24 3.16722 5.27316 1.16706
C48 3.09998 5.30668 -0.25292
H99 -1.40910 5.76023 3.65384
H100 -1.82365 7.06666 4.78441
H101 -2.88301 5.65827 4.64884
H102 -1.60257 3.63089 4.75970
H103 -0.64699 3.59840 6.35950
H104 0.82877 2.83418 4.69084
H105 1.30395 4.33577 5.58112
H106 2.73144 4.27445 3.37471
H107 2.28288 5.93140 3.75867
H108 1.27941 6.13211 1.48204
H109 1.36202 4.36448 1.33150
H110 2.55924 6.23824 -0.63828
H111 2.52617 4.39648 -0.60383
H112 4.10025 5.16098 -0.74018

Cartesian forces, eV/Å:
-0.480 0.014 1.003
0.389 0.626 0.044
0.289 -0.236 0.292
-0.342 -0.090 0.600
0.003 -0.222 -0.564
-0.128 -0.148 -0.808
-0.049 -0.040 -0.045
0.357 0.366 1.130
-0.246 -0.170 -1.401
-0.266 -0.346 1.441
-0.468 1.632 -1.259
0.044 -1.564 -0.106
-1.644 0.573 -0.496
0.451 -0.376 -1.389
0.403 0.102 0.829
-0.740 -1.030 0.432
-0.049 -0.154 0.083
0.160 0.066 -0.217
-0.197 0.108 -0.003
0.086 0.144 0.059
0.325 -0.004 -0.352
0.840 -0.703 0.175
-0.272 -0.034 0.065
-0.114 0.135 0.597
0.820 -0.192 0.449
-0.083 -0.118 0.172
0.459 0.472 0.624
0.246 0.998 -1.075
-0.059 0.051 0.025
-0.170 0.068 0.284
2.212 -0.919 1.305
-1.853 -1.220 -2.898
1.655 0.035 -0.153
-0.760 1.271 0.633
0.324 -0.615 -0.712
-0.481 0.970 1.312
0.749 -1.528 0.687
-1.274 -0.078 1.262
0.774 -0.492 -1.117
0.190 0.775 -0.004
-0.172 1.374 0.256
-1.082 -0.546 0.430
-1.145 0.870 0.877
0.306 -0.645 0.424
-0.065 0.041 -0.072
0.753 -0.795 -0.831
-0.093 -0.308 -0.023
-0.361 -0.260 -0.092
-0.467 1.351 -0.189
-0.048 -0.167 -1.059
-0.134 0.025 -0.095
0.263 1.053 -0.044
0.808 -0.332 0.195
-0.265 1.278 0.355
-1.115 -0.974 -0.632
1.035 0.871 0.176
0.039 0.198 0.447
0.512 0.183 0.362
0.480 1.533 0.600
1.120 -2.035 0.129
-0.488 0.776 -0.798
0.265 0.473 0.619
0.268 -0.138 -0.449
0.450 -0.557 -0.207
-0.115 -0.283 0.644
-0.359 -0.202 0.276
-0.167 -0.158 -0.169
-0.291 0.198 -0.406
-0.131 -0.176 -0.009
-0.429 -1.426 -0.527
-0.321 0.083 0.325
-1.083 -0.098 -0.967
0.459 1.359 0.670
0.600 0.330 -0.363
-0.007 -0.222 -0.279
-0.472 -1.145 0.317
1.023 1.011 1.257
-1.049 -0.846 -0.453
0.260 0.294 0.376
0.433 -1.840 -1.004
0.351 -0.066 -0.653
0.431 0.414 0.210
0.161 -0.516 0.264
0.893 -0.002 -0.093
0.236 1.010 1.037
0.410 -0.446 0.160
0.233 0.535 -0.826
-0.363 -0.277 0.082
0.182 0.262 -0.381
-0.107 0.686 0.033
-0.012 0.312 -0.007
-0.755 0.298 0.609
0.068 0.321 -0.016
-0.972 -0.458 0.051
-0.328 0.255 0.645
-0.384 -0.072 -0.788
0.043 -0.069 -0.180
0.146 -0.056 -0.709
-0.577 -0.401 0.014
0.791 -2.278 1.369
-0.904 0.089 -0.956
1.809 0.355 1.536
0.465 -0.843 -0.964
-0.585 0.685 -0.147
-0.042 0.713 0.237
0.494 -0.751 0.431
-0.425 1.208 -0.512
1.224 -0.774 0.368
-0.405 0.389 -0.406
-0.266 0.623 0.260
-0.041 0.272 0.051
-0.011 -0.769 -1.299
-0.764 0.448 0.088
0.361 0.655 0.062
0.042 0.273 0.601
0.009 -0.347 -0.341
0.256 -0.553 -0.400
-0.387 0.075 0.290
-0.322 0.520 -0.188
-0.827 0.593 -0.270
0.162 -0.029 -0.700
-0.496 -0.562 0.676
-0.318 0.095 1.026
0.165 -0.187 -0.132
-0.248 0.148 -0.785
-0.181 1.387 0.894
1.132 -1.026 0.700
-0.889 0.185 1.205
0.213 -0.879 -2.767
-0.904 0.258 0.788
1.320 -0.948 -0.119
-0.033 -0.173 -0.062
0.117 0.138 -0.516
-0.061 0.053 -0.013
-0.457 0.104 0.465
0.341 0.024 0.345
-0.929 -0.374 -0.330
0.119 -0.275 -1.073
0.727 0.721 0.178
0.055 -0.116 -0.859
-0.123 -0.891 0.742
0.236 1.095 0.408
-0.020 0.397 -0.093
-0.157 -0.315 -0.247
-0.185 0.545 0.625
2.214 0.835 1.028
-1.834 0.835 0.053
1.075 -0.971 0.267
-2.143 -1.199 -0.021
2.322 0.272 -0.438
0.027 0.271 0.292
-0.083 -1.899 -1.442
0.773 0.746 0.225
0.476 -1.281 -0.478
-0.369 0.745 -0.015
-0.302 -0.227 0.046
-0.012 -0.880 -0.247
0.270 0.093 -0.467
-0.240 -0.347 -0.236
-0.328 0.131 0.041
0.071 -0.082 0.463
-0.725 0.858 -0.777
-0.537 0.034 0.433
-0.052 0.985 0.282
0.596 0.046 0.376
-1.397 0.238 0.201
0.110 0.588 -0.027
0.175 0.111 -0.188
-0.908 -0.065 -0.568
0.743 -1.558 0.205
0.424 1.908 1.788
1.438 -1.041 -0.766
-0.684 -0.657 0.070
0.831 0.514 1.231
0.382 -0.463 0.426
0.314 0.605 -1.015
-0.543 -0.620 -0.830
0.052 0.156 0.024
-0.043 0.599 -0.059
0.070 0.112 -0.116
0.016 -0.437 0.038
-0.920 -0.479 -0.168
-0.220 1.388 -0.048
-0.500 -0.073 -0.411
-0.352 -0.135 -0.056
-0.050 -0.153 -0.519
-0.069 0.344 -0.339
-0.457 -0.246 -0.401
0.836 -1.077 0.446
0.206 0.883 0.246
-0.684 0.627 0.861